Computed, not measured: a cluster of 3 separate species, C14H27O12P in total in a non-equilibrium geometry, with ωB97M-V with the def2-TZVPD basis set.

Element x y z (Å)
C -2.23 -4.16 -0.89
H -1.44 -4.57 -0.27
H -0.41 1.05 -2.95
O -1.26 -0.75 -2.10
O -1.85 -3.22 -1.85
H -4.83 0.15 2.10
C 4.08 -1.57 4.23
H -0.28 -0.78 0.18
C 2.39 2.34 -3.81
O 1.19 1.80 -3.95
O -3.63 1.21 0.22
H -3.59 -1.27 -3.91
C -3.76 0.01 2.24
C 4.29 2.93 -5.02
H -0.79 3.49 -3.35
H -3.93 -4.71 0.23
O 1.81 -0.51 3.30
C -1.20 -0.82 0.75
H -3.59 -1.07 2.30
O 3.00 2.32 -5.00
O 1.51 0.53 5.27
H 4.72 -2.10 4.94
O 2.87 2.78 -2.80
O -1.69 0.47 1.00
H 0.53 3.87 -2.25
C -3.06 0.60 1.06
H 0.96 1.42 -1.91
H 5.50 -0.02 3.80
H -0.15 1.66 5.55
P -2.18 -1.70 -1.46
H 3.48 -2.31 3.71
C 0.38 1.78 -2.76
C -3.95 -0.73 -3.04
C 2.16 -0.26 4.42
C -3.50 -4.56 -0.75
H -0.92 3.06 -1.63
H 5.63 -1.44 2.74
H -3.47 0.47 3.18
H 4.93 2.52 -4.24
O -2.20 -1.63 0.13
C 0.35 1.16 4.73
H -0.98 -1.30 1.70
C -0.24 3.13 -2.48
O 3.25 -0.72 5.03
H 4.72 2.72 -5.99
H -4.12 -4.70 -1.62
H -3.53 0.27 -2.97
O -3.69 -1.51 -1.85
H -5.03 -0.64 -3.11
C 4.93 -0.78 3.26
H -0.32 0.43 4.28
H 4.19 4.01 -4.89
H 4.32 -0.27 2.52
H 0.64 1.90 3.98

Computed properties:
structure (SMILES): C=CO[P@@](=O)(OC)OCOC(C)=O.CCOC(=O)OC.CCOC(=O)OC
2S+1: 1
HOMO-LUMO gap: 10.2 eV

Atomic partial charges in e from the Mulliken method, atoms 1 to 6: atom 1 (C): -0.149, atom 2 (H): 0.345, atom 3 (H): 0.227, atom 4 (O): -0.541, atom 5 (O): -0.330, atom 6 (H): 0.345

---

Computed, not measured: a cluster of 5 separate species, C14H28BBr8FNO6PS in total in a non-equilibrium geometry, with ωB97M-V with the def2-TZVPD basis set.

Element x y z (Å)
C -0.83 4.45 3.14
Br -1.41 4.11 -1.87
Br 5.43 -3.65 -1.38
H -3.97 0.88 -3.01
Br 9.79 -3.09 2.81
O 0.28 -2.54 -2.36
C -1.78 -2.33 -0.70
H -2.68 1.02 4.29
Br -2.27 4.02 1.89
C -2.11 -0.75 -0.36
H -5.12 -1.12 -0.82
C 6.93 -2.81 2.76
H -2.68 1.62 -2.27
H -2.31 0.91 1.18
H 3.38 -2.59 -4.45
O -0.96 -0.08 -1.05
H -2.76 -3.00 -0.79
H 8.06 -3.71 1.16
Br 6.58 -3.13 4.65
H -4.33 0.08 4.56
H 0.79 3.45 4.15
O 0.22 1.88 0.36
H -0.13 5.07 2.57
C -1.94 -0.21 1.18
H -0.54 4.65 -4.16
H 7.16 -1.75 2.65
N -3.06 0.67 -2.53
H 3.98 -4.17 -3.89
O 1.63 -0.38 0.01
H 7.94 -4.75 2.60
Br 5.78 -2.81 -4.96
H -1.41 6.02 -3.43
H -4.93 -2.57 2.80
C 4.17 -3.09 -3.90
Br -2.63 2.79 -5.10
B -3.38 -0.10 -1.23
H 5.99 -3.03 2.26
O -0.52 -0.37 1.51
C -2.72 4.59 -4.37
H -3.62 4.64 -3.75
C -1.46 4.95 -3.63
P -2.96 -0.98 2.60
C 8.03 -3.72 2.25
H 3.35 -2.46 -2.01
H -5.41 -0.92 2.02
H 4.78 -1.51 -2.51
H 0.05 2.47 2.86
C -4.59 -1.78 1.99
C -0.15 3.20 3.65
S 0.26 0.33 0.13
C 4.32 -2.51 -2.51
C -1.06 -2.47 -2.21
H -4.46 -2.26 0.94
O -4.80 -0.17 -0.82
H -2.85 5.24 -5.24
F -1.87 -2.57 -3.47
H -0.99 -2.81 0.05
H -4.13 1.31 3.10
H -1.28 5.06 3.94
C -3.56 0.48 3.74
Br -1.23 2.30 5.00

Computed properties:
structure (SMILES): CP(C)[C@H]1OS(=O)(=O)O[C@]1(CC(=O)F)B(N)O.BrCCBr.BrCCBr.BrCCBr.BrCCBr
2S+1: 1
HOMO-LUMO gap: 8.4 eV

Atomic partial charges in e from the Mulliken method, atoms 1 to 6: atom 1 (C): -0.553, atom 2 (Br): -0.072, atom 3 (Br): -0.128, atom 4 (H): 0.249, atom 5 (Br): -0.135, atom 6 (O): -0.437

---

Computed, not measured: a cluster of 3 separate species, C14H28BBrI2O7P in total in a non-equilibrium geometry, with ωB97M-V with the def2-TZVPD basis set.

Element x y z (Å)
H 6.98 0.62 1.01
O -0.63 3.24 -0.04
C -1.12 0.88 -2.36
H 2.77 1.33 -1.09
H 1.55 3.53 -1.03
H 1.38 -2.96 4.88
H 0.32 -4.34 5.22
C 5.17 1.78 -0.42
C -0.65 -2.69 4.23
H -7.00 2.39 -2.21
I -3.64 2.05 -4.46
H -2.99 3.25 0.36
H 0.77 -0.07 -2.05
H 2.87 3.49 0.15
H 0.20 0.85 -0.67
O 6.50 1.93 -0.53
C -0.76 -5.76 0.72
C -5.08 1.48 -1.96
O -0.43 -4.48 1.25
P -2.00 3.10 -0.63
H -0.62 -1.61 4.21
H -1.26 -0.91 0.03
H -2.66 0.67 -0.67
H 3.09 4.36 -1.38
C -6.39 1.61 -2.66
C 7.23 1.62 0.66
C -0.67 -1.11 -0.86
O -1.33 -5.10 3.23
H -1.66 -3.01 4.49
H -6.25 1.84 -3.71
H -1.82 -5.99 0.88
C -0.77 -4.29 2.52
C -0.11 0.17 -1.46
H 2.91 2.19 -2.62
O 4.62 2.18 -1.55
H -2.36 4.21 -1.45
H 0.19 -2.87 6.19
H -6.96 0.69 -2.57
H -1.33 -1.63 -1.56
O 4.62 1.44 0.60
B -2.43 1.44 -1.57
H 0.14 -1.78 -0.57
I -5.44 1.03 0.07
O -0.38 -3.08 2.87
Br -0.11 2.31 -3.29
H -0.15 -6.54 1.17
H -1.41 0.20 -3.16
H -0.56 -5.70 -0.34
C 0.37 -3.25 5.19
H 8.28 1.67 0.38
C 2.64 3.48 -0.92
C -3.83 1.59 -2.39
C 3.17 2.22 -1.57
H 7.01 2.34 1.44

Computed properties:
2S+1: 1
HOMO-LUMO gap: 7.5 eV
total charge: -1

Atomic partial charges in e from the Mulliken method, atoms 1 to 6: atom 1 (H): 0.294, atom 2 (O): -0.678, atom 3 (C): -0.664, atom 4 (H): 0.238, atom 5 (H): 0.150, atom 6 (H): 0.289

---

Computed, not measured: the ion C14H28BN2O4 with charge +1 in a non-equilibrium geometry, with ωB97M-V with the def2-TZVPD basis set.

Element x y z (Å)
C -3.03 1.31 0.05
H 2.98 2.12 0.26
H 3.68 0.57 -2.14
H 1.00 3.25 0.77
H 1.03 -2.29 3.06
C -1.33 0.21 1.32
N -1.55 1.24 0.20
H 4.46 0.64 0.61
C 1.09 1.68 -0.69
C 1.05 -2.85 2.13
H -1.22 0.92 -0.72
H -3.97 0.06 -1.37
H -0.56 -1.56 0.41
C 2.61 1.80 -0.70
C 2.70 -1.30 1.12
H 0.58 -0.10 1.70
H -2.14 0.42 2.01
H -3.47 1.72 0.96
H -3.27 2.03 -0.73
H 0.26 -3.56 1.94
H 5.19 -0.32 -0.65
C -2.64 -1.25 -0.31
O -1.30 -0.53 -2.39
H 0.77 1.66 -1.74
H 2.86 2.51 -1.48
H 0.28 3.67 -0.75
O 2.23 -0.27 1.60
B -1.99 -1.55 -1.73
C 4.25 -0.10 -0.15
H -4.51 -0.27 0.24
O 3.81 -1.35 0.38
H 0.83 0.71 -0.28
H -3.00 -3.15 -2.58
H -3.25 -2.12 -0.07
H 2.49 -0.32 -1.27
H -1.84 -1.79 1.62
O -0.17 0.43 2.02
C -3.62 -0.04 -0.34
H -0.43 -0.40 -2.01
C 3.24 0.46 -1.15
C 0.37 2.87 -0.03
C 2.02 -2.62 1.23
N -2.05 -2.86 -2.38
H 2.32 -3.41 0.55
H -1.58 -3.58 -1.85
C -1.52 -1.19 0.78
H -1.69 3.33 0.27
H -0.97 2.65 1.67
C -1.00 2.56 0.60

Computed properties:
structure (SMILES): C=CC(=O)OCCCCCC[N@@H+]1CC[C@@H](B(N)O)C[C@H]1O
energy above the lowest of the compared OMol25 structures with the same formula, charge and spin: 0.00 kJ/mol
2S+1: 1
HOMO-LUMO gap: 9.5 eV
total charge: +1

Atomic partial charges in e from the Mulliken method, atoms 1 to 6: atom 1 (C): -0.790, atom 2 (H): 0.508, atom 3 (H): 0.633, atom 4 (H): 0.358, atom 5 (H): 0.317, atom 6 (C): -0.522

---

Computed, not measured: a cluster of 7 separate species, C14H28Br14 in total in a non-equilibrium geometry, with ωB97M-V with the def2-TZVPD basis set.

Element x y z (Å)
Br 9.92 14.40 19.17
H 4.52 14.68 10.46
H 4.85 18.34 14.04
H 6.65 20.34 7.37
H 3.89 18.37 18.70
H 5.94 23.29 11.20
C 5.50 13.20 11.71
C 6.90 23.52 11.66
H 5.02 19.11 8.96
H 6.71 18.59 9.10
H 3.07 17.64 21.53
Br 5.44 11.78 10.43
C 5.85 18.64 8.44
Br 5.59 23.67 14.18
H 9.73 14.63 16.73
H 7.75 24.62 13.30
H 2.00 18.39 20.36
Br 7.89 16.92 15.92
C 5.47 19.17 14.35
H 2.60 24.40 17.86
C 5.45 14.54 11.01
Br 5.60 24.64 17.54
Br 5.69 20.03 11.69
Br 1.80 22.06 17.32
H 3.02 23.91 16.22
H 6.41 13.14 12.30
H 6.49 18.79 14.37
Br 8.04 24.40 10.36
H 4.37 22.86 18.78
H 6.34 25.39 12.59
H 5.77 21.25 13.86
C 6.79 24.44 12.84
H 6.90 18.89 6.54
C 5.19 20.39 13.54
H 7.45 15.13 17.68
H 4.14 20.64 13.56
Br 4.62 19.82 6.10
C 2.89 17.78 20.47
H 5.00 17.85 19.94
C 6.17 19.38 7.18
H 8.11 16.63 18.37
Br 5.31 16.81 8.07
H 7.33 22.55 11.91
C 8.19 15.92 17.55
Br 5.48 15.94 12.35
C 4.36 23.14 17.74
Br 4.96 19.51 16.20
Br 2.47 16.07 19.65
H 4.77 22.33 17.14
H 6.25 14.68 10.29
C 9.59 15.37 17.51
C 3.02 23.60 17.26
H 10.33 16.15 17.34
C 4.06 18.37 19.77
H 4.67 13.10 12.41
Br 4.28 20.22 20.30

Computed properties:
structure (SMILES): BrCCBr.BrCCBr.BrCCBr.BrCCBr.BrCCBr.BrCCBr.BrCCBr
energy above the lowest of the compared OMol25 structures with the same formula, charge and spin: 52.49 kJ/mol
2S+1: 1
HOMO-LUMO gap: 10.2 eV

Atomic partial charges in e from the Mulliken method, atoms 1 to 6: atom 1 (Br): -0.170, atom 2 (H): 0.372, atom 3 (H): 0.204, atom 4 (H): 0.380, atom 5 (H): 0.156, atom 6 (H): 0.394

---

Computed, not measured: a cluster of 7 separate species, C14H28Br14 in total in a non-equilibrium geometry, with ωB97M-V with the def2-TZVPD basis set.

Element x y z (Å)
H 2.42 2.48 2.16
C 0.35 -1.03 2.30
H 6.75 -4.46 0.76
H -7.47 1.89 -2.90
H 2.49 3.29 -0.89
Br -0.59 -1.79 -0.30
C -7.58 0.84 -2.76
H 6.47 -2.66 0.98
Br 8.40 -3.11 -1.48
C -6.48 0.21 -3.48
H 4.56 -1.72 -4.09
C 2.07 3.22 0.13
H -5.73 -0.64 0.51
H 1.56 -0.56 0.50
H 2.16 -1.35 -2.25
H -0.13 -1.93 2.73
Br -2.32 5.13 4.82
C 3.45 -1.50 -3.95
C -4.97 -1.20 0.93
Br 1.88 -0.63 3.44
H -1.08 2.09 2.69
C 6.23 -3.55 0.45
H -0.22 -0.06 2.36
H 1.59 -2.20 1.11
H 1.68 4.16 0.38
H -3.60 -0.08 -0.24
C -1.27 2.74 3.50
Br 4.15 -0.06 -1.43
Br 4.57 3.44 1.33
H 3.14 -0.55 -4.47
Br 0.48 2.02 -0.16
H -2.67 -0.74 1.12
H -6.35 0.54 -4.47
H 3.73 -2.35 -1.99
H 6.03 -2.47 -1.42
C 3.16 -1.51 -2.40
Br -4.58 -2.87 -0.05
Br 2.59 -3.01 -4.80
C 6.50 -3.31 -1.01
C -2.06 4.08 3.12
H -5.06 -1.40 2.02
Br -3.97 1.38 1.55
Br 0.44 3.20 4.28
C 2.90 2.51 1.19
Br -4.89 0.96 -2.60
H 6.03 -4.16 -1.52
C -3.69 -0.39 0.76
Br -9.30 0.28 -3.24
Br 4.36 -3.77 0.60
C 0.89 -1.34 0.95
H -7.45 0.53 -1.72
H -3.05 3.83 2.80
H 3.22 1.53 0.85
H -6.46 -0.90 -3.49
H -1.81 2.24 4.34
H -1.46 4.71 2.42

Computed properties:
structure (SMILES): BrCCBr.BrCCBr.BrCCBr.BrCCBr.BrCCBr.BrCCBr.BrCCBr
energy above the lowest of the compared OMol25 structures with the same formula, charge and spin: 185.92 kJ/mol
2S+1: 1
HOMO-LUMO gap: 10.1 eV

Atomic partial charges in e from the Mulliken method, atoms 1 to 6: atom 1 (H): 0.146, atom 2 (C): 0.039, atom 3 (H): 0.372, atom 4 (H): 0.404, atom 5 (H): 0.362, atom 6 (Br): -0.151

---

Computed, not measured: a cluster of 7 separate species, C14H28Br14 in total in a non-equilibrium geometry, with ωB97M-V with the def2-TZVPD basis set.

Element x y z (Å)
H -16.21 -16.08 -37.35
C -18.04 -11.00 -29.88
C -16.01 -21.89 -33.13
H -18.16 -22.04 -32.45
H -18.02 -21.51 -34.06
H -12.83 -5.22 -35.06
H -17.03 -10.57 -29.91
H -13.99 -6.12 -32.38
Br -17.15 -13.47 -31.20
C -12.72 -5.68 -34.07
H -7.01 -17.27 -43.79
Br -17.74 -24.10 -33.97
Br -19.34 -9.49 -29.89
H -10.75 -14.81 -33.31
Br -15.22 -23.13 -31.93
H -2.03 -12.63 -25.29
H -14.30 -4.54 -33.11
C -18.26 -11.85 -31.21
C -16.27 -15.53 -39.38
H -18.25 -11.49 -28.93
C -9.88 -15.32 -33.74
Br -9.78 -17.06 -32.80
C -17.54 -22.17 -33.34
C -15.89 -16.44 -38.32
Br -15.43 -13.88 -38.91
H -6.05 -15.11 -42.72
H -12.00 -5.07 -33.53
Br -0.81 -13.10 -27.46
Br -16.62 -18.18 -38.83
C -7.34 -16.98 -42.79
H -7.53 -15.04 -43.53
H -8.50 -13.72 -34.22
C -8.53 -14.61 -33.59
H -3.11 -14.98 -26.74
H -10.31 -15.47 -34.73
H -17.94 -11.33 -32.12
Br -3.29 -15.36 -24.27
H -7.71 -15.20 -34.00
H -15.54 -22.00 -34.11
C -7.06 -15.53 -42.68
H -15.80 -20.85 -32.87
H -6.92 -17.53 -41.95
H -15.81 -15.81 -40.32
Br -7.77 -14.71 -40.96
H -3.76 -13.54 -26.15
C -2.99 -14.28 -25.92
H -17.34 -15.39 -39.54
Br -12.08 -7.57 -34.05
C -14.05 -5.58 -33.33
Br -7.80 -14.06 -31.77
Br -15.53 -6.36 -34.46
Br -9.19 -17.50 -42.65
C -1.73 -13.56 -25.77
H -1.01 -14.10 -25.15
H -14.80 -16.57 -38.30
H -19.24 -12.30 -31.37

Computed properties:
structure (SMILES): BrCCBr.BrCCBr.BrCCBr.BrCCBr.BrCCBr.BrCCBr.BrCCBr
energy above the lowest of the compared OMol25 structures with the same formula, charge and spin: 294.79 kJ/mol
2S+1: 1
HOMO-LUMO gap: 9.9 eV

Atomic partial charges in e from the Mulliken method, atoms 1 to 6: atom 1 (H): 0.406, atom 2 (C): -0.520, atom 3 (C): -0.556, atom 4 (H): 0.361, atom 5 (H): 0.370, atom 6 (H): 0.398

---

Computed, not measured: a cluster of 7 separate species, C14H28Br14 in total in a non-equilibrium geometry, with ωB97M-V with the def2-TZVPD basis set.

Element x y z (Å)
Br -7.11 -0.58 5.41
Br 4.32 1.94 2.63
H -6.03 0.69 2.75
Br 6.40 4.86 -1.33
C 6.15 -4.34 -3.51
H 3.23 5.07 -1.80
H -5.83 0.43 -6.55
Br 8.08 -0.95 1.95
C -6.93 0.14 2.49
C -0.23 -1.74 7.52
C -7.52 1.83 -6.18
H -1.34 -3.54 7.59
Br -6.37 -1.72 2.01
Br -2.35 2.35 -0.53
C 4.82 -5.02 -3.42
Br 5.00 -6.93 -2.91
Br 0.15 -3.86 9.58
H 4.38 -4.93 -4.41
H 6.82 -4.84 -4.21
H 3.94 3.67 -2.10
C -6.85 0.39 -6.15
H 6.73 1.63 3.40
H -8.77 -0.57 3.35
C -7.93 0.06 3.64
H -8.44 1.93 -5.60
H -0.55 0.64 -2.47
H 5.14 6.48 -3.02
H -0.13 1.43 -0.12
C 6.39 0.15 1.79
H -1.30 0.39 0.54
Br 2.74 4.53 -4.29
H 4.18 -4.44 -2.76
Br 5.78 -2.59 -4.31
Br 0.23 -1.46 -1.25
H -1.93 -0.43 -1.86
H -7.53 -0.30 -6.63
C 3.85 4.65 -2.58
Br -8.00 2.20 -8.12
C 6.01 0.89 3.03
Br -6.67 -0.26 -4.31
H -7.31 0.57 1.56
H 0.62 -2.25 7.06
H 0.00 -0.83 8.08
H 5.69 -0.60 1.45
Br -1.49 -1.29 5.97
H -6.77 2.57 -5.89
H 6.65 -4.19 -2.56
C -0.98 -2.81 8.31
H 6.60 0.81 0.95
C 5.24 5.40 -2.91
H -8.31 1.04 3.89
H 5.56 4.92 -3.84
C -1.04 0.89 -0.40
H 5.80 0.25 3.89
H -1.79 -2.34 8.87
C -0.97 0.04 -1.66

Computed properties:
structure (SMILES): BrCCBr.BrCCBr.BrCCBr.BrCCBr.BrCCBr.BrCCBr.BrCCBr
energy above the lowest of the compared OMol25 structures with the same formula, charge and spin: 237.65 kJ/mol
2S+1: 1
HOMO-LUMO gap: 10.2 eV

Atomic partial charges in e from the Mulliken method, atoms 1 to 6: atom 1 (Br): -0.127, atom 2 (Br): -0.156, atom 3 (H): 0.358, atom 4 (Br): -0.173, atom 5 (C): -0.532, atom 6 (H): 0.415

---

Number 1: DFT total energy -48815.803 eV, HOMO energy -9.6 eV. Number 2: DFT total energy -612600.530 eV, HOMO energy -8.7 eV. Number 3: DFT total energy -125516.710 eV, HOMO energy -5.2 eV. Number 4: DFT total energy -26813.253 eV, HOMO energy -12.5 eV. Number 5: DFT total energy -995568.004 eV, HOMO energy -9.9 eV. Number 6: DFT total energy -995566.621 eV, HOMO energy -9.9 eV. Number 7: DFT total energy -995565.493 eV, HOMO energy -9.9 eV. Number 8: DFT total energy -995566.085 eV, HOMO energy -10.1 eV.